# CH3N2OP

A molecular structure, CH3N2OP in a non-equilibrium geometry (the ωB97M-V functional and the def2-TZVPD basis, the Open Molecules 2025 dataset).

Gap between HOMO and LUMO: 9.73 eV
Calculated total energy: -565.95113 hartree
Multiplicity: 1
LUMO: -0.940 eV
Maximum force: 7.51 eV/Å

```
8
Properties=species:S:1:pos:R:3:forces:R:3
P 0.508869 0.935220 0.094917 -2.0081 -3.7087 1.0877
O -0.150424 -0.406593 1.727900 -3.6477 4.5748 -4.7126
N 1.700810 -1.592292 -0.951571 0.4342 -0.6675 -0.5114
N -0.940113 0.776839 -0.801956 0.4858 -0.8180 1.3301
C 1.261171 -0.566034 -0.702786 -0.4927 1.3489 1.3335
H 0.616632 -0.727069 2.030472 4.7751 -2.0429 1.8969
H -1.470932 1.620206 -0.893872 -0.3409 0.3363 0.1755
H -1.526013 -0.040276 -0.503103 0.7943 0.9771 -0.5997
```
Forces are in eV/Å.

***

# CH3N3O3

A single CH3N3O3 molecule in a non-equilibrium geometry (the ωB97M-V functional and the def2-TZVPD basis, the Open Molecules 2025 dataset).

SMILES: O=CNN[N+](=O)[O-]
Gap between HOMO and LUMO: 10.90 eV
Calculated total energy: -429.73105 hartree
Multiplicity: 1
LUMO: 0.372 eV
Maximum force: 3.57 eV/Å

```
10
Properties=species:S:1:pos:R:3:forces:R:3
O 1.517292 1.320489 -0.473725 -0.4655 -1.1018 0.7636
O -2.408172 0.902667 -0.182738 -1.4860 1.0028 0.1453
O -2.011368 -1.174745 -0.384506 0.4290 -2.1044 0.3332
N -0.526608 0.278092 0.588261 0.9750 -2.4064 0.8733
N -1.748107 -0.079491 -0.019410 1.6401 2.3876 -0.9495
N 0.630083 -0.628563 0.421429 -1.9495 1.2729 -0.4124
C 1.610303 0.145467 -0.140370 3.3944 -0.3785 -1.0332
H 0.421997 -1.609211 0.140818 0.2828 1.1786 0.3665
H -0.162833 1.186486 0.261753 -0.7671 -0.1433 -0.1786
H 2.677413 -0.341192 -0.211508 -2.0532 0.2924 0.0918
```
Forces are in eV/Å.

***

# CH3N3S

A single CH3N3S molecule in a non-equilibrium geometry (the ωB97M-V functional and the def2-TZVPD basis, the Open Molecules 2025 dataset).

SMILES: C1N=NSN1
Gap between HOMO and LUMO: 9.33 eV
Calculated total energy: -602.27332 hartree
Multiplicity: 1
LUMO: 0.627 eV
Maximum force: 3.35 eV/Å

```
8
Properties=species:S:1:pos:R:3:forces:R:3
S 2.495215 -0.596942 -0.017597 -0.9128 -1.3598 -0.6050
N 1.191564 1.463052 0.027966 -1.4626 1.4574 0.1088
N 0.748163 -0.884719 -0.108260 0.2969 -1.9764 2.3484
N 2.326175 1.044501 0.051631 1.0961 0.5199 0.5612
C 0.124212 0.471082 -0.193767 0.7923 -1.2050 -1.2049
H 0.513146 -1.545087 0.758582 0.2914 2.4945 -2.2123
H -0.097531 0.619183 -1.329648 -0.4977 -0.0331 2.1195
H -0.683816 0.590211 0.566302 0.3966 0.1025 -1.1157
```
Forces are in eV/Å.